Model P:
Molecular formula: C5H6N2O
Method: DFT, the ωB97M-V functional and the def2-TZVPD basis

CARTESIAN COORDINATES (ANGSTROEM)
O: 2.09 -1.17 0.14
C: 1.20 -0.26 -0.04
N: 1.44 1.10 -0.03
N: 0.01 1.69 0.16
C: -0.78 0.67 -0.27
C: -0.24 -0.68 -0.40
C: -1.52 -1.26 0.08
C: -2.18 0.08 0.08
H: 3.07 -0.97 -0.02
H: 0.00 2.72 0.05
H: -1.77 -2.32 -0.52
H: -1.47 -1.36 1.21
H: -3.01 0.31 -0.74
H: -2.57 0.17 1.26

Structure (SMILES) = Oc1n[nH]c2c1CC2
Net charge = 0
Multiplicity = 1
M = 110.116 g mol⁻¹

=====

Model Q:
Molecular formula: C5H6N2O
Method: DFT, the ωB97M-V functional and the def2-TZVPD basis

CARTESIAN COORDINATES (ANGSTROEM)
C: 1.67 -0.72 0.02
C: 0.40 -1.21 0.04
C: -0.85 -0.61 -0.62
C: -1.83 -0.02 0.28
N: -1.06 0.89 -0.45
N: -0.21 1.76 0.00
C: 1.09 1.54 -0.01
O: 2.03 0.47 -0.33
H: 2.59 -1.38 0.27
H: 0.40 -2.14 0.60
H: -1.23 -1.25 -1.55
H: -1.91 -0.19 1.43
H: -2.83 0.43 0.01
H: 1.75 2.43 0.30

Structure (SMILES) = C1=C[C@H]2CN2N=CO1
Net charge = 0
Multiplicity = 1
M = 110.116 g mol⁻¹

=====

Model R:
Molecular formula: C5H6N2O
Method: DFT, the ωB97M-V functional and the def2-TZVPD basis

CARTESIAN COORDINATES (ANGSTROEM)
C: -1.69 -0.63 0.07
N: -1.57 0.64 0.07
N: -0.71 1.62 -0.26
C: 0.59 1.58 -0.02
C: 1.12 0.26 0.53
O: 2.04 -0.61 -0.01
C: 0.66 -0.79 -0.45
C: -0.54 -1.71 -0.02
H: -2.58 -0.94 0.76
H: 1.23 2.55 -0.39
H: 1.07 0.32 1.73
H: 0.56 -0.73 -1.52
H: -0.92 -2.44 -0.80
H: -0.58 -2.00 1.03

Structure (SMILES) = C1=NN=C[C@@H]2O[C@H]2C1
Net charge = 0
Multiplicity = 1
M = 110.116 g mol⁻¹

=====

model P ends up most stable, edging out the next structure by 5.6 kcal/mol.